[1]
Density functional theory data (ωB97M-V/def2-TZVPD) for a structure of composition C30H36AuN6OS.

Computed properties:
- ΔE to the lowest compared entry with this formula, charge and spin (eV) = 0.433
- lowest unoccupied orbital energy (hartree) = -0.07601
- total charge = +1

XYZ file:
```
75
C30H36AuN6OS ωB97M-V/def2-TZVPD
Au 0.60 0.96 -0.15
N 3.50 -1.41 2.07
C 2.93 -0.37 2.81
C 3.33 -0.28 4.15
C 2.83 0.74 4.93
C 1.94 1.65 4.35
C 1.62 1.48 3.03
N 2.10 0.50 2.25
C 3.11 -2.04 0.89
C 3.65 -3.32 0.65
C 3.30 -3.97 -0.51
C 2.42 -3.35 -1.40
C 1.96 -2.10 -1.08
N 2.31 -1.43 0.04
H 4.10 -1.99 2.64
H 4.01 -1.01 4.57
H 3.12 0.83 5.96
H 1.52 2.47 4.92
H 0.93 2.16 2.54
H 4.31 -3.78 1.37
H 3.69 -4.96 -0.72
H 2.11 -3.83 -2.32
H 1.28 -1.57 -1.73
C 5.27 2.35 -2.15
N 4.31 1.34 -1.65
C 4.09 1.48 -0.18
C 3.00 1.33 -2.45
C 2.18 2.57 -2.24
C 2.45 3.70 -3.00
C 1.74 4.87 -2.82
C 0.72 4.89 -1.88
C 0.41 3.75 -1.15
C 1.13 2.55 -1.29
H 6.20 2.25 -1.59
H 4.84 3.33 -1.98
H 5.45 2.18 -3.21
H 4.71 0.41 -1.80
H 3.62 2.44 0.00
H 5.06 1.41 0.31
H 3.42 0.69 0.15
H 2.46 0.46 -2.09
H 3.30 1.19 -3.49
H 3.22 3.66 -3.77
H 1.96 5.75 -3.41
H 0.14 5.79 -1.72
H -0.41 3.79 -0.45
C -6.02 -1.38 2.11
C -4.60 -1.42 2.65
C -3.82 -0.14 2.37
N -3.55 0.02 0.94
C -2.36 -0.10 0.37
S -0.93 -0.32 1.26
N -2.29 0.00 -1.01
C -3.23 -0.29 -2.01
O -3.11 0.23 -3.09
C -4.28 -1.32 -1.73
C -5.55 -1.14 -2.27
C -6.50 -2.14 -2.12
C -6.18 -3.32 -1.46
C -4.90 -3.50 -0.94
C -3.95 -2.50 -1.07
H -6.57 -2.28 2.37
H -6.04 -1.30 1.02
H -6.57 -0.52 2.52
H -4.05 -2.27 2.23
H -4.62 -1.57 3.73
H -2.87 -0.13 2.88
H -4.40 0.73 2.68
H -4.34 0.14 0.33
H -1.41 0.39 -1.34
H -5.77 -0.24 -2.81
H -7.49 -2.00 -2.53
H -6.92 -4.10 -1.35
H -4.64 -4.43 -0.44
H -2.95 -2.65 -0.68
```

=====

[2]
Density functional theory data (ωB97M-V/def2-TZVPD) for a cluster of 7 separate species, C23H37BBr12N2O4 in total.

Computed properties:
- lowest unoccupied orbital energy (hartree) = -0.01682
- SMILES = CCOB(O)c1ccc(CN)c2c1C(=O)NC2=O.BrCCBr.BrCCBr.BrCCBr.BrCCBr.BrCCBr.BrCCBr

XYZ file:
```
79
C23H37BBr12N2O4 ωB97M-V/def2-TZVPD
C 0.32 -0.85 -3.48
C 1.58 -0.70 -4.41
O 2.70 -1.50 -4.00
B 3.29 -1.07 -2.81
O 4.22 -1.96 -2.20
C 3.00 0.30 -2.03
C 3.10 1.65 -2.56
C 2.80 2.85 -1.76
C 2.37 2.70 -0.33
C 2.00 3.94 0.58
N 0.61 3.69 1.10
C 2.30 1.35 0.22
C 2.60 0.19 -0.62
C 2.43 -1.07 0.27
O 2.74 -2.23 0.13
N 1.82 -0.59 1.45
C 1.93 0.84 1.64
O 1.80 1.50 2.66
H 0.21 -1.87 -3.02
H -0.62 -0.66 -4.07
H 0.36 -0.03 -2.72
H 1.83 0.39 -4.59
H 1.27 -1.08 -5.42
H 3.71 -2.79 -2.14
H 3.44 1.75 -3.63
H 2.92 3.82 -2.29
H 2.71 4.14 1.42
H 1.99 4.83 -0.09
H 0.07 4.53 0.91
H 0.22 2.97 0.49
H 2.07 -1.04 2.33
Br 0.25 -3.81 -1.63
C -1.31 -4.47 -2.60
C -1.59 -5.91 -2.27
Br -0.35 -7.11 -3.17
H -1.12 -4.30 -3.66
H -2.13 -3.84 -2.28
H -2.58 -6.20 -2.62
H -1.52 -6.13 -1.20
Br -1.28 -3.40 1.82
C -1.73 -2.62 3.54
C -2.16 -1.18 3.39
Br -0.63 -0.01 3.10
H -0.87 -2.74 4.19
H -2.55 -3.23 3.93
H -2.63 -0.82 4.31
H -2.85 -1.02 2.56
Br -2.77 0.21 -1.49
C -3.88 -1.27 -0.91
C -4.99 -1.55 -1.89
Br -6.42 -0.24 -1.74
H -4.25 -1.02 0.09
H -3.21 -2.13 -0.84
H -5.46 -2.51 -1.68
H -4.65 -1.54 -2.93
Br 4.15 8.99 -0.27
C 4.74 7.59 0.95
C 5.54 6.54 0.24
Br 4.39 5.35 -0.80
H 3.84 7.20 1.44
H 5.35 8.10 1.70
H 6.05 5.89 0.95
H 6.27 6.95 -0.46
Br -2.54 6.65 -0.50
C -3.08 4.82 -0.89
C -1.98 4.07 -1.59
Br -1.84 4.58 -3.46
H -3.99 4.88 -1.48
H -3.30 4.37 0.07
H -2.19 3.00 -1.60
H -1.00 4.24 -1.14
Br -1.00 -4.88 6.23
C -2.16 -6.37 6.72
C -3.22 -6.59 5.68
Br -4.64 -5.26 5.81
H -2.56 -6.14 7.70
H -1.50 -7.23 6.79
H -3.72 -7.55 5.84
H -2.84 -6.55 4.66
```

=====

[3]
Density functional theory data (ωB97M-V/def2-TZVPD) for a structure of composition C22H32AsN5RhTe.

Computed properties:
- ΔE to the lowest compared entry with this formula, charge and spin (eV) = 0.056
- lowest unoccupied orbital energy (hartree) = 0.09445
- total charge = -1

XYZ file:
```
62
C22H32AsN5RhTe ωB97M-V/def2-TZVPD
Rh 0.88 2.11 -0.01
C 1.35 -0.50 -2.47
As 0.58 -0.04 -0.75
C -1.22 -0.73 -0.95
C 1.45 -1.39 0.40
C 0.93 -2.78 0.19
C -0.17 -3.25 0.91
C -0.67 -4.52 0.69
C -0.09 -5.35 -0.26
C 1.01 -4.90 -0.97
C 1.52 -3.63 -0.75
H 1.20 -1.56 -2.67
H 2.41 -0.26 -2.44
H 0.86 0.11 -3.23
H -1.20 -1.75 -1.35
H -1.72 -0.05 -1.63
H -1.71 -0.73 0.02
H 1.29 -1.05 1.42
H 2.51 -1.32 0.18
H -0.63 -2.60 1.65
H -1.53 -4.86 1.26
H -0.49 -6.34 -0.43
H 1.48 -5.55 -1.71
H 2.39 -3.29 -1.30
C -6.34 1.31 0.26
C -5.33 2.08 -0.59
C -5.25 3.55 -0.16
C -3.95 1.43 -0.57
N -3.29 1.49 0.72
C -2.40 2.39 1.15
N -2.02 2.05 2.36
N -2.69 0.92 2.66
N -3.46 0.57 1.68
H -7.33 1.77 0.19
H -6.04 1.31 1.31
H -6.42 0.27 -0.06
H -5.66 2.05 -1.63
H -4.97 3.63 0.89
H -6.22 4.03 -0.28
H -4.52 4.09 -0.76
H -3.28 1.92 -1.28
H -4.02 0.37 -0.85
H -2.02 3.20 0.56
Te -0.36 3.05 -2.00
C 3.93 2.00 -1.72
C 4.23 1.07 -0.58
C 5.23 0.11 -0.69
C 5.58 -0.69 0.39
C 4.95 -0.50 1.61
C 3.94 0.44 1.76
C 3.25 0.65 3.08
C 3.53 1.21 0.64
N 2.49 2.07 0.79
H 4.58 1.80 -2.57
H 4.07 3.04 -1.41
H 2.89 1.95 -2.05
H 5.74 0.00 -1.63
H 6.36 -1.44 0.29
H 5.24 -1.09 2.48
H 3.74 0.09 3.87
H 2.20 0.34 3.03
H 3.22 1.71 3.34
```

=====

[4]
Density functional theory data (ωB97M-V/def2-TZVPD) for a structure of composition C4H8N2O.

Computed properties:
- ΔE to the lowest compared entry with this formula, charge and spin (eV) = 5.172
- lowest unoccupied orbital energy (hartree) = -0.00763

XYZ file:
```
15
C4H8N2O ωB97M-V/def2-TZVPD
C 1.12 -2.34 -0.50
O 1.07 -0.92 -0.58
H 0.64 0.81 0.61
H 1.33 -2.74 -1.50
H 1.92 -2.61 0.19
H 0.18 -2.75 -0.10
C -1.57 2.33 0.30
C -0.99 1.26 -0.49
N -0.88 0.45 -1.33
C 1.06 -0.17 1.00
N 1.20 -0.71 2.03
H 0.08 -0.42 -1.13
H -0.93 3.21 0.26
H -2.56 2.59 -0.10
H -1.67 2.01 1.34
```

=====

[5]
Density functional theory data (ωB97M-V/def2-TZVPD) for the ion C27H24F8N3S with charge +1.

Computed properties:
- ΔE to the lowest compared entry with this formula, charge and spin (eV) = 0.000
- lowest unoccupied orbital energy (hartree) = -0.09580
- total charge = +1
- SMILES = Fc1ccc(C(c2ccc(F)cc2)[N@H+]2CCC[C@@H]2CNC(=S)Nc2cc(C(F)(F)F)cc(C(F)(F)F)c2)cc1

XYZ file:
```
63
C27H24F8N3S ωB97M-V/def2-TZVPD
F 7.63 0.73 8.67
C 6.54 0.65 7.85
C 6.63 1.16 6.56
C 5.51 1.03 5.72
C 4.33 0.45 6.20
C 3.10 0.35 5.30
C 2.91 -1.04 4.70
C 2.70 -1.19 3.32
C 2.49 -2.45 2.77
C 2.52 -3.55 3.62
F 2.26 -4.79 3.10
C 2.69 -3.44 5.00
C 2.87 -2.16 5.54
N 1.90 0.72 6.07
C 1.97 2.12 6.67
C 1.38 3.01 5.59
C 0.38 2.14 4.82
C 0.61 0.68 5.25
C -0.54 0.11 6.10
N -1.67 -0.24 5.20
C -1.59 -1.23 4.27
S -0.30 -2.30 4.28
N -2.66 -1.19 3.38
C -2.84 -1.93 2.20
C -4.09 -1.84 1.55
C -4.32 -2.57 0.39
C -5.66 -2.52 -0.30
F -5.53 -2.14 -1.61
F -6.52 -1.64 0.29
F -6.27 -3.75 -0.31
C -3.33 -3.40 -0.15
C -2.10 -3.45 0.49
C -1.00 -4.33 -0.06
F -1.29 -4.83 -1.29
F 0.18 -3.65 -0.17
F -0.76 -5.40 0.77
C -1.84 -2.73 1.65
C 4.28 -0.05 7.51
C 5.38 0.07 8.36
H 7.53 1.65 6.21
H 5.55 1.37 4.69
H 3.18 1.09 4.50
H 2.67 -0.30 2.69
H 2.29 -2.57 1.71
H 2.64 -4.32 5.63
H 2.96 -2.06 6.62
H 1.84 0.02 6.82
H 3.00 2.38 6.94
H 1.37 2.09 7.59
H 2.16 3.38 4.91
H 0.89 3.88 6.04
H 0.54 2.21 3.74
H -0.66 2.43 5.01
H 0.78 -0.02 4.42
H -0.89 0.88 6.81
H -0.22 -0.79 6.67
H -2.54 0.29 5.30
H -3.38 -0.50 3.57
H -4.87 -1.21 1.96
H -3.52 -3.97 -1.05
H -0.86 -2.81 2.13
H 3.38 -0.56 7.88
H 5.33 -0.30 9.38
```

=====

[6]
Density functional theory data (ωB97M-V/def2-TZVPD) for the molecule C23H25FN4O3.

Computed properties:
- ΔE to the lowest compared entry with this formula, charge and spin (eV) = 0.110
- lowest unoccupied orbital energy (hartree) = 0.01641
- SMILES = COc1cccc(CN2C[C@H](C(=O)N(C)Cc3nc4ccc(F)cc4[nH]3)CCC2=O)c1

XYZ file:
```
56
C23H25FN4O3 ωB97M-V/def2-TZVPD
C -5.86 -3.27 2.27
O -5.45 -2.12 1.57
C -4.61 -2.26 0.52
C -4.08 -3.47 0.07
C -3.22 -3.48 -1.02
C -2.88 -2.31 -1.67
C -3.41 -1.10 -1.23
C -3.04 0.20 -1.90
N -2.45 1.13 -0.96
C -1.24 0.76 -0.28
C -0.20 1.89 -0.38
C 0.97 1.57 0.54
O 0.93 0.64 1.33
N 2.05 2.38 0.49
C 2.34 3.39 -0.50
C 3.14 2.11 1.42
C 3.99 0.99 0.92
N 5.16 1.12 0.36
C 5.54 -0.15 0.02
C 6.70 -0.60 -0.61
C 6.82 -1.96 -0.83
C 5.81 -2.83 -0.44
F 5.98 -4.15 -0.68
C 4.65 -2.43 0.18
C 4.53 -1.07 0.41
N 3.56 -0.30 0.99
C -0.84 3.25 -0.02
C -2.31 3.08 0.40
C -3.07 2.29 -0.64
O -4.11 2.66 -1.16
C -4.26 -1.08 -0.15
H -6.53 -2.92 3.05
H -5.00 -3.78 2.73
H -6.39 -3.97 1.62
H -4.33 -4.40 0.56
H -2.82 -4.42 -1.36
H -2.21 -2.33 -2.51
H -3.93 0.69 -2.30
H -2.34 0.02 -2.72
H -0.84 -0.15 -0.73
H -1.42 0.54 0.78
H 0.16 1.91 -1.41
H 2.28 4.39 -0.04
H 1.64 3.35 -1.33
H 3.35 3.24 -0.88
H 3.74 3.01 1.54
H 2.69 1.82 2.38
H 7.47 0.09 -0.90
H 7.70 -2.37 -1.31
H 3.89 -3.14 0.47
H 2.65 -0.58 1.34
H -0.80 3.92 -0.88
H -0.29 3.72 0.80
H -2.37 2.56 1.35
H -2.78 4.06 0.51
H -4.69 -0.15 0.20
```

=====

[7]
Density functional theory data (ωB97M-V/def2-TZVPD) for the molecule C2H5ClS.

Computed properties:
- ΔE to the lowest compared entry with this formula, charge and spin (eV) = 0.746
- lowest unoccupied orbital energy (hartree) = -0.03940
- SMILES = CCSCl

XYZ file:
```
9
C2H5ClS ωB97M-V/def2-TZVPD
C -0.68 -0.60 -0.35
C -0.13 0.65 0.40
S 1.47 1.27 -0.26
Cl 2.64 -0.63 0.22
H -0.98 -0.31 -1.30
H 0.00 -1.34 -0.25
H -1.53 -0.89 0.09
H 0.09 0.36 1.37
H -0.88 1.48 0.07
```

=====

[8]
Density functional theory data (ωB97M-V/def2-TZVPD) for a cluster of 2 separate species, C10H16 in total.

Computed properties:
- ΔE to the lowest compared entry with this formula, charge and spin (eV) = 0.522
- lowest unoccupied orbital energy (hartree) = 0.03711
- SMILES = CCc1ccccc1.CC

XYZ file:
```
26
C10H16 ωB97M-V/def2-TZVPD
C 2.74 -1.50 0.27
C 1.20 -1.60 0.34
C 0.53 -0.52 -0.49
C 0.72 0.83 -0.20
C 0.10 1.81 -0.94
C -0.78 1.46 -1.96
C -0.94 0.13 -2.28
C -0.34 -0.86 -1.51
H 3.04 -0.48 0.08
H 3.21 -2.15 -0.47
H 3.13 -1.81 1.24
H 0.90 -2.57 -0.06
H 0.81 -1.56 1.36
H 1.37 1.07 0.64
H 0.44 2.84 -0.89
H -1.23 2.23 -2.57
H -1.61 -0.19 -3.07
H -0.62 -1.90 -1.65
C -1.83 0.14 1.84
C -1.33 0.56 3.21
H -2.88 0.39 1.67
H -1.26 0.54 1.00
H -1.84 -0.96 1.82
H -0.26 0.51 3.38
H -1.86 -0.01 3.99
H -1.68 1.57 3.45
```

=====

[9]
Density functional theory data (ωB97M-V/def2-TZVPD) for a structure of composition C24H17BrCl3GeO7S2Ti.

Computed properties:
- expectation value of S² = 0.785
- ΔE to the lowest compared entry with this formula, charge and spin (eV) = 2.172
- lowest unoccupied orbital energy (alpha / beta) (hartree) = -0.06347 / -0.06829
- spin multiplicity = 2

XYZ file:
```
56
C24H17BrCl3GeO7S2Ti ωB97M-V/def2-TZVPD
Ti 1.87 -1.87 -1.41
O 1.73 -2.90 0.37
S 1.75 -1.68 1.24
O 2.43 -1.84 2.47
O 2.25 -0.66 0.26
C 0.08 -1.19 1.53
C -0.49 -1.69 2.67
C -1.82 -1.41 3.01
C -2.59 -0.61 2.13
C -2.05 -0.08 1.01
C -0.62 -0.22 0.63
S -0.53 -0.63 -1.16
O -1.75 -0.25 -1.78
O -0.19 -2.09 -1.20
O 0.71 -0.03 -1.72
H 0.11 -2.31 3.32
H -2.24 -1.82 3.91
H -3.63 -0.43 2.36
H -2.66 0.52 0.34
Cl 0.68 -5.80 -7.43
C 1.01 -4.65 -6.19
C 1.06 -5.06 -4.87
C 1.32 -4.11 -3.91
Cl 1.41 -4.53 -2.22
C 1.54 -2.77 -4.20
O 1.79 -1.90 -3.24
C 1.47 -2.39 -5.55
Cl 1.73 -0.74 -5.95
C 1.21 -3.32 -6.53
H 0.90 -6.10 -4.61
H 1.16 -3.01 -7.57
Br 4.25 -2.37 -1.55
Ge 0.16 1.67 0.91
C 0.55 1.75 2.81
C -0.43 1.68 3.79
C -0.09 1.72 5.14
C 1.24 1.81 5.51
C 2.23 1.87 4.54
C 1.89 1.83 3.20
C -1.15 2.97 0.27
C -0.90 3.60 -0.94
C -1.78 4.55 -1.44
C -2.92 4.87 -0.73
C -3.19 4.25 0.48
C -2.30 3.30 0.98
H 1.45 1.84 0.11
H -1.48 1.60 3.52
H -0.86 1.67 5.89
H 1.51 1.84 6.56
H 3.28 1.93 4.83
H 2.67 1.86 2.45
H -0.01 3.35 -1.51
H -1.57 5.03 -2.39
H -3.62 5.61 -1.12
H -4.08 4.50 1.04
H -2.52 2.82 1.92
```

=====

[10]
Density functional theory data (ωB97M-V/def2-TZVPD) for the molecule H3O2PS.

Computed properties:
- ΔE to the lowest compared entry with this formula, charge and spin (eV) = 1.707
- lowest unoccupied orbital energy (hartree) = 0.00572
- SMILES = O[PH](O)=S

XYZ file:
```
7
H3O2PS ωB97M-V/def2-TZVPD
O 0.98 -1.14 0.65
P -0.46 0.06 -0.16
O 0.11 1.49 0.40
S -2.37 -0.17 0.26
H 0.70 -1.94 0.16
H 0.11 -0.14 -1.47
H 0.94 1.83 0.16
```

=====

[11]
Density functional theory data (ωB97M-V/def2-TZVPD) for a structure of composition C18H21F4N3O3SSc.

Computed properties:
- ΔE to the lowest compared entry with this formula, charge and spin (eV) = 0.072
- lowest unoccupied orbital energy (hartree) = -0.16078
- total charge = +1

XYZ file:
```
51
C18H21F4N3O3SSc ωB97M-V/def2-TZVPD
Sc 0.35 0.01 -0.37
C -4.19 0.85 -0.85
C -2.72 1.07 -0.53
N -1.90 -0.18 -0.46
C -2.01 -1.01 -1.70
C -0.74 -1.82 -1.88
C -2.26 -0.99 0.74
C -1.47 -0.52 1.94
N -0.06 -0.48 1.51
C 0.92 -1.05 2.31
C 2.03 -1.56 1.66
F 2.00 -1.42 0.27
C 3.11 -2.15 2.28
F 4.13 -2.59 1.55
C 3.10 -2.27 3.65
C 2.01 -1.77 4.34
F 1.98 -1.85 5.67
C 0.94 -1.16 3.70
F -0.05 -0.64 4.43
H -4.69 1.82 -0.86
H -4.71 0.22 -0.13
H -4.31 0.42 -1.85
H -2.61 1.56 0.44
H -2.29 1.69 -1.30
H -2.13 -0.34 -2.55
H -2.88 -1.67 -1.64
H 0.07 -1.22 -2.33
H -0.86 -2.58 -2.65
H -0.43 -2.36 -0.97
H -1.98 -2.03 0.53
H -3.33 -0.97 0.91
H -1.62 -1.23 2.76
H -1.80 0.45 2.30
H 3.93 -2.73 4.18
N 3.29 1.80 0.94
C 2.45 1.76 -0.12
C 2.74 0.93 -1.23
C 1.91 0.90 -2.34
C 0.73 1.65 -2.38
C 0.41 2.44 -1.28
C 1.23 2.46 -0.14
S -0.34 1.51 -3.83
O -1.63 1.92 -3.30
O 0.26 2.38 -4.80
O -0.25 0.08 -4.10
H 4.23 1.45 0.85
H 3.16 2.50 1.65
H 3.65 0.33 -1.22
H 2.14 0.26 -3.19
H -0.50 3.02 -1.30
H 0.96 3.09 0.70
```

=====

no.,maximum force (hartree/bohr)
1,0.0111
2,0.0622
3,0.0077
4,0.0685
5,0.0292
6,0.0160
7,0.0819
8,0.0270
9,0.0129
10,0.0911
11,0.0066